The ion C3H3N2O2 with charge -1 at a distorted geometry. Source: the Open Molecules 2025 dataset; level of theory: ωB97M-V with the def2-TZVPD basis set.

Element x y z (Å)
C -0.72 0.97 0.30
C -0.62 1.08 -0.98
C 0.59 -0.99 -0.94
N -0.04 0.02 1.14
N 0.59 -1.02 0.41
O -1.12 1.54 -2.02
O 1.10 -1.79 -1.73
H -1.48 1.35 0.97
H 0.66 0.60 1.66
H 1.05 -1.75 1.20

- Kohn-Sham gap: 7.00 eV
- Total charge: -1
- Energy above the lowest of the compared OMol25 structures with the same formula, charge and spin: 414.9 kJ/mol

A structure of composition H30O15Rb. Source: the Open Molecules 2025 dataset; level of theory: ωB97M-V with the def2-TZVPD basis set.

Element x y z (Å)
Rb -0.47 -0.07 0.09
O 0.01 -5.44 0.63
H 0.68 -6.06 0.93
H 0.27 -4.60 1.02
O -2.33 2.79 3.03
H -2.01 3.67 2.85
H -2.48 2.78 3.98
O 1.22 0.69 -4.21
H 1.93 0.52 -3.59
H 1.61 0.55 -5.07
O -1.47 4.44 -0.13
H -2.31 4.66 0.26
H -1.64 4.45 -1.08
O 0.30 2.05 2.26
H 0.82 2.07 3.06
H -0.57 2.32 2.53
O 0.75 -2.70 -0.30
H 1.35 -2.71 0.44
H 1.31 -2.56 -1.07
O 2.49 -0.06 0.49
H 3.30 -0.08 0.99
H 2.28 0.87 0.41
O 2.48 -1.90 -2.30
H 2.94 -1.18 -1.88
H 2.35 -1.61 -3.20
O -2.36 1.24 -2.13
H -2.76 1.58 -1.33
H -2.09 2.02 -2.61
O -3.10 1.26 0.59
H -2.75 1.96 1.15
H -3.29 0.54 1.19
O 1.46 2.52 -0.44
H 1.34 3.13 -1.17
H 1.09 2.98 0.32
O -3.92 -0.71 -4.05
H -3.04 -0.41 -3.83
H -4.46 -0.46 -3.30
O -2.84 -0.82 2.49
H -2.86 -1.76 2.66
H -3.67 -0.49 2.85
O 4.77 -1.69 0.75
H 5.09 -2.07 -0.06
H 3.84 -1.53 0.60
O 2.04 -3.10 1.88
H 2.09 -3.28 2.82
H 2.59 -3.77 1.48

- Kohn-Sham gap: 9.84 eV
- Total charge: +1
- Energy above the lowest of the compared OMol25 structures with the same formula, charge and spin: 37.2 kJ/mol

A structure of composition C22H30N3O3PS at a distorted geometry. Source: the Open Molecules 2025 dataset; level of theory: ωB97M-V with the def2-TZVPD basis set.

Element x y z (Å)
C -6.21 -2.91 2.19
C -4.73 -2.81 2.46
C -4.14 -1.55 2.60
C -2.77 -1.43 2.83
C -1.95 -2.56 2.85
S -0.17 -2.34 3.01
N 0.11 -1.53 1.67
C 1.28 -1.18 1.25
O 2.46 -1.63 1.02
O 0.08 -1.47 4.16
O 0.41 -3.66 2.87
C -2.55 -3.83 2.76
C -3.92 -3.94 2.57
H -6.50 -3.97 2.13
H -6.77 -2.41 3.00
H -6.45 -2.41 1.23
H -4.75 -0.66 2.54
H -2.32 -0.45 3.00
H -1.92 -4.72 2.86
H -4.38 -4.93 2.48
C 4.83 0.33 -0.83
C 4.04 1.60 -0.62
C 4.15 2.02 0.84
C 4.52 2.73 -1.52
N 2.62 1.32 -0.91
P 1.38 1.59 0.24
H 1.39 0.07 0.87
N 0.15 1.22 -0.88
C -1.28 1.39 -0.56
C -1.88 2.46 -1.46
C -1.39 1.83 0.90
C -1.96 0.04 -0.71
C 0.67 0.90 -2.14
C 2.10 0.96 -2.16
C 2.78 0.70 -3.32
C 2.09 0.34 -4.47
C 0.67 0.28 -4.45
C -0.02 0.58 -3.28
H 4.86 0.03 -1.87
H 5.84 0.53 -0.52
H 4.41 -0.49 -0.24
H 3.58 2.93 1.06
H 3.83 1.22 1.52
H 5.19 2.24 1.04
H 3.88 3.61 -1.41
H 5.54 2.99 -1.21
H 4.55 2.43 -2.56
H -1.90 2.15 -2.50
H -2.91 2.63 -1.13
H -1.32 3.39 -1.38
H -0.99 1.07 1.58
H -0.89 2.78 1.08
H -2.45 1.96 1.12
H -1.47 -0.70 -0.08
H -2.99 0.17 -0.41
H -1.95 -0.30 -1.75
H 3.88 0.72 -3.34
H 2.62 0.16 -5.40
H 0.13 0.06 -5.37
H -1.11 0.50 -3.28

- Kohn-Sham gap: 7.17 eV
- Energy above the lowest of the compared OMol25 structures with the same formula, charge and spin: 78.5 kJ/mol

A cluster of 2 separate species, C14H21O5S in total. Source: the Open Molecules 2025 dataset; level of theory: ωB97M-V with the def2-TZVPD basis set.

Element x y z (Å)
C -4.38 -0.74 -1.26
C -3.84 -1.85 -2.16
S -2.16 -2.29 -1.65
O -1.30 -1.81 -2.89
C 0.03 -1.20 -2.50
C -0.12 -0.23 -1.33
C 0.35 -0.90 -0.05
C 0.57 1.13 -1.62
C 0.38 2.08 -0.44
C 0.07 1.71 -2.96
H -3.72 0.13 -1.29
H -4.48 -1.06 -0.23
H -5.36 -0.43 -1.62
H -3.73 -1.53 -3.20
H -4.46 -2.75 -2.14
H -2.25 -3.62 -1.92
H 0.70 -2.02 -2.27
H 0.34 -0.73 -3.44
H -1.20 0.02 -1.26
H 1.41 -1.15 -0.13
H 0.29 -0.25 0.84
H -0.21 -1.82 0.15
H 1.64 0.90 -1.71
H -0.51 1.83 0.15
H 1.21 1.99 0.27
H 0.28 3.13 -0.75
H -0.97 1.41 -3.16
H 0.10 2.80 -2.94
H 0.66 1.39 -3.82
C 1.32 0.69 4.48
C 1.30 0.77 3.09
C 2.64 0.52 2.33
O 2.59 0.52 1.06
C 3.80 0.31 3.07
C 3.84 0.25 4.49
C 2.48 0.42 5.25
O 2.48 0.32 6.48
O 4.86 0.06 5.15
O 0.27 1.01 2.40
H 0.39 0.84 5.02
H 4.72 0.16 2.52

- Kohn-Sham gap: 2.41 eV
- Total charge: -1

A structure of composition C37H38CrF5Ge2N4O2S3Se. Source: the Open Molecules 2025 dataset; level of theory: ωB97M-V with the def2-TZVPD basis set.

Element x y z (Å)
Cr -0.41 -0.25 -0.63
O -1.78 1.31 3.04
C -2.11 2.58 2.66
C -2.62 3.48 3.58
C -3.00 4.75 3.18
C -2.88 5.14 1.85
C -2.37 4.24 0.94
C -1.96 2.96 1.32
C -1.43 2.05 0.29
O -0.57 1.09 0.64
N -1.82 2.18 -0.93
N -1.22 1.19 -1.74
C -1.24 1.50 -3.00
S -2.00 2.96 -3.54
C -1.44 2.79 -5.26
C -1.35 1.32 -5.59
S -0.48 0.52 -4.21
H -1.88 1.24 3.99
H -2.73 3.18 4.62
H -3.40 5.44 3.92
H -3.18 6.13 1.54
H -2.25 4.52 -0.10
H -0.47 3.28 -5.36
H -2.17 3.30 -5.89
H -0.77 1.13 -6.50
H -2.34 0.87 -5.69
S 0.48 -1.42 1.44
C 1.03 -3.04 1.07
N 0.11 -3.97 0.75
C 0.43 -5.23 0.44
C 1.74 -5.61 0.47
C 2.65 -4.62 0.84
N 2.31 -3.37 1.13
H -0.87 -3.67 0.70
H -0.39 -5.89 0.17
H 2.04 -6.61 0.24
H 3.71 -4.85 0.90
F 1.54 -2.69 -1.64
C 2.05 -1.46 -1.94
C 1.37 -0.31 -1.58
C 2.04 0.88 -1.85
F 1.54 2.06 -1.49
C 3.26 0.92 -2.52
F 3.84 2.08 -2.79
C 3.87 -0.26 -2.90
F 5.03 -0.24 -3.53
C 3.26 -1.47 -2.59
F 3.86 -2.62 -2.91
C -6.16 -1.16 -0.99
Ge -4.39 -1.74 -0.46
C -3.60 -0.51 0.83
C -4.34 -3.58 0.19
C -3.23 -1.68 -2.08
Se -1.42 -2.30 -1.72
C -0.94 -2.95 -3.49
H -6.83 -1.22 -0.13
H -6.56 -1.79 -1.78
H -6.13 -0.13 -1.33
H -3.98 -0.68 1.83
H -3.82 0.53 0.55
H -2.51 -0.61 0.90
H -5.35 -3.98 0.26
H -3.90 -3.64 1.19
H -3.77 -4.22 -0.49
H -3.17 -0.68 -2.50
H -3.63 -2.36 -2.83
H -1.68 -3.71 -3.72
H 0.05 -3.39 -3.44
H -0.97 -2.13 -4.19
Ge 2.50 -0.51 2.46
C 1.80 1.04 3.33
C 1.59 0.94 4.71
C 1.19 2.06 5.43
C 1.02 3.28 4.78
C 1.22 3.37 3.41
C 1.60 2.26 2.68
C 4.00 -0.22 1.30
C 4.81 -1.28 0.89
C 6.01 -1.02 0.24
C 6.40 0.29 0.00
C 5.59 1.35 0.40
C 4.39 1.09 1.05
H 2.65 -1.69 3.42
H 1.75 0.01 5.23
H 1.04 1.99 6.50
H 0.73 4.15 5.34
H 1.07 4.32 2.90
H 1.72 2.34 1.61
H 4.52 -2.30 1.10
H 6.65 -1.84 -0.06
H 7.34 0.49 -0.50
H 5.90 2.37 0.22
H 3.79 1.93 1.38

- Kohn-Sham gap (alpha / beta): 6.29 / 6.34 eV
- Total charge: +2
- Spin multiplicity: 4
- Energy above the lowest of the compared OMol25 structures with the same formula, charge and spin: 10.2 kJ/mol